P | The following is a quantum chemistry calculation of a cluster of 2 separate species, C6H14N3S in total, from the Open Molecules 2025 dataset.

```
! wB97M-V def2-TZVPD RIJCOSX def2/J DEFGRID3
* xyz 1 1
C -0.9459 -1.1643 0.3392
C 2.0683 0.8077 0.4138
C 1.9570 -1.6975 0.8427
C 1.8317 -0.8153 -1.4522
C -3.9393 1.2576 0.1917
C 1.4095 -0.5648 -0.0203
N -1.7549 1.6020 -0.3376
N -0.0458 -0.3534 0.0441
N -2.6219 0.8196 -0.0716
S -1.8180 -2.3482 0.8177
H 3.1139 0.6604 0.2360
H 1.8113 1.6731 -0.1110
H 1.9521 1.0315 1.4828
H 1.4683 -2.6494 0.3175
H 1.7085 -1.5825 1.8925
H 3.0246 -1.7688 0.8442
H 1.6132 -1.8398 -1.9416
H 1.5028 -0.0014 -2.1867
H 2.8662 -0.5428 -1.6684
H -4.6910 0.5029 -0.0818
H -4.0037 2.2109 -0.3212
H -3.9892 1.5086 1.2476
H -2.0686 2.6596 -0.2582
H -0.4489 0.5943 -0.2189
*
```

Gap between HOMO and LUMO (Ha): 0.3332

Löwdin atomic charge list, values in e, 4 entries: number 1, C, carries -0.65; number 2, C, carries -0.01; number 3, C, carries -0.03; number 4, C, carries -0.06

Q | The following is a quantum chemistry calculation of a cluster of 3 separate species, C6H14N3S in total, from the Open Molecules 2025 dataset.

```
! wB97M-V def2-TZVPD RIJCOSX def2/J DEFGRID3
* xyz 1 1
C 2.9727 1.3985 0.2319
C 0.9938 0.4755 0.3865
C -1.2349 -0.2910 -1.1651
C -0.9130 2.1456 -0.4884
C -2.1003 0.4716 1.0874
C -1.2505 0.7759 -0.0803
N 1.6926 1.6109 0.2561
N 1.7418 -0.5494 0.3423
N 0.8403 -3.1240 0.1702
S 3.4084 -0.2145 0.4276
H 3.5441 2.3122 0.2619
H -0.7672 0.0640 -2.0368
H -2.2845 -0.3386 -1.5575
H -0.6992 -1.2363 -0.8311
H -1.7690 2.5439 -0.9951
H -0.6842 2.7402 0.3455
H -0.0425 2.1859 -1.1732
H -2.8853 -0.3120 0.8323
H -2.4054 1.4591 1.3795
H -1.6233 -0.0128 1.9389
H 1.4361 -1.5509 0.4261
H 1.0097 -3.4760 -0.7719
H -0.2323 -3.3494 0.2079
H 1.2522 -3.7286 0.8052
*
```

Gap between HOMO and LUMO (Ha): 0.3434

Löwdin atomic charge list, values in e, 4 entries: number 1, C, carries -0.42; number 2, C, carries -0.22; number 3, C, carries -0.06; number 4, C, carries -0.08

The data favor Q; the next most stable structure lies 0.0107 hartree above it.

P | The following is a quantum chemistry calculation of the molecule C5H7NO, from the Open Molecules 2025 dataset.

```
! wB97M-V def2-TZVPD RIJCOSX def2/J DEFGRID3
* xyz 0 1
C 1.6158 -0.6518 0.5467
N 0.9008 -1.3583 -0.2124
C -0.4131 -0.9288 -0.5920
C -1.4027 -0.3811 0.4160
C -0.7238 0.5089 -0.5862
C 0.6657 1.3460 0.0540
O 1.2730 0.5846 1.0644
H 2.6069 -0.9872 0.8586
H -0.8259 -1.5092 -1.4014
H -1.0797 -0.2855 1.4485
H -2.4489 -0.6760 0.3026
H -1.3404 0.9561 -1.3885
H -0.2718 1.8284 0.2087
H 1.3553 1.4776 -0.7756
*
```

Gap between HOMO and LUMO (Ha): 0.3781

Löwdin atomic charge list, values in e, 4 entries: number 1, C, carries -0.21; number 2, N, carries 0.11; number 3, C, carries -0.31; number 4, C, carries -0.06

Q | The following is a quantum chemistry calculation of the molecule C5H7NO, from the Open Molecules 2025 dataset.

```
! wB97M-V def2-TZVPD RIJCOSX def2/J DEFGRID3
* xyz 0 1
C 1.1703 -0.1059 1.4703
C 0.3501 0.3979 0.2849
C 0.6369 -0.2363 -1.0526
C -0.5143 -0.3937 -1.7068
N -1.5989 0.0236 -0.9162
C -1.1831 0.3285 0.3691
O -1.9032 0.5593 1.3157
H 2.1531 0.3784 1.4634
H 1.3329 -1.1860 1.4122
H 0.6884 0.1218 2.4254
H 0.5138 1.4851 0.1956
H 1.6205 -0.5351 -1.3920
H -0.6955 -0.7914 -2.6985
H -2.5711 -0.0463 -1.1705
*
```

Gap between HOMO and LUMO (Ha): 0.3520

Löwdin atomic charge list, values in e, 4 entries: number 1, C, carries -0.05; number 2, C, carries -0.28; number 3, C, carries -0.07; number 4, C, carries -0.11

R | The following is a quantum chemistry calculation of the molecule C5H7NO, from the Open Molecules 2025 dataset.

```
! wB97M-V def2-TZVPD RIJCOSX def2/J DEFGRID3
* xyz 0 1
H 2.9723 -0.9322 0.9519
N 2.4722 -1.1050 0.0839
C 1.6269 -0.1870 -0.1174
C 0.4609 -0.3611 -0.9619
C -0.5386 0.2419 -0.3232
C -1.8787 -0.4049 -0.2906
C 0.0488 1.2879 0.5934
O 1.4416 0.9385 0.6567
H 0.3751 -1.2587 -1.5517
H -2.4219 -0.2033 0.6351
H -2.4586 -0.1311 -1.1665
H -1.6437 -1.4598 -0.3090
H -0.3922 1.2651 1.5992
H -0.0641 2.3097 0.2001
*
```

Gap between HOMO and LUMO (Ha): 0.3664

Löwdin atomic charge list, values in e, 4 entries: number 1, H, carries 0.06; number 2, N, carries 0.15; number 3, C, carries -0.46; number 4, C, carries 0.01

S | The following is a quantum chemistry calculation of the molecule C5H7NO, from the Open Molecules 2025 dataset.

```
! wB97M-V def2-TZVPD RIJCOSX def2/J DEFGRID3
* xyz 0 1
C -1.8941 0.0407 -0.2674
C -0.6684 -0.6664 0.2995
C 0.9028 0.0672 -0.1267
C 0.5589 1.2458 -0.8879
N -0.2733 1.9369 -1.3199
C 2.1254 -0.1542 0.6833
O 1.9230 -0.8030 -0.5641
H -1.4822 0.9805 -0.8100
H -2.5901 0.4552 0.4741
H -2.4246 -0.4977 -1.0636
H -0.6556 -0.6715 1.3948
H -0.5061 -1.6662 -0.1080
H 2.9942 0.5128 0.7301
H 1.9900 -0.7801 1.5657
*
```

Gap between HOMO and LUMO (Ha): 0.4271

Löwdin atomic charge list, values in e, 4 entries: number 1, C, carries -0.13; number 2, C, carries -0.08; number 3, C, carries -0.35; number 4, C, carries -0.12

The data favor Q; the next most stable structure lies 0.0505 hartree above it.

P | The following is a quantum chemistry calculation of a cluster of 3 separate species, C5H7NO in total, from the Open Molecules 2025 dataset.

```
! wB97M-V def2-TZVPD RIJCOSX def2/J DEFGRID3
* xyz 0 1
C 0.6037 -0.6732 -1.7584
C 0.2576 -0.2265 -0.3723
C 0.0277 -1.0507 0.7381
N -0.3928 -0.3918 1.8359
C 0.0851 0.9721 1.5554
O 0.5002 1.7497 2.3560
C -0.0837 1.0661 0.0578
H 0.7071 -1.7618 -1.8019
H 1.5461 -0.2307 -2.0979
H -0.1741 -0.3780 -2.4713
H 0.0176 -2.1378 0.7204
H -1.6205 0.2257 1.2542
H 0.0484 1.9870 -0.5010
H -1.5224 0.8499 0.4851
*
```

Gap between HOMO and LUMO (Ha): 0.3493

Löwdin atomic charge list, values in e, 4 entries: number 1, C, carries -0.04; number 2, C, carries -0.29; number 3, C, carries -0.14; number 4, N, carries 0.04

Q | The following is a quantum chemistry calculation of a structure of composition C5H7NO, from the Open Molecules 2025 dataset.

```
! wB97M-V def2-TZVPD RIJCOSX def2/J DEFGRID3
* xyz 0 1
N -2.5993 0.3581 0.6787
C -1.3939 0.1469 0.4565
O -0.6383 1.0579 -0.8948
C 0.4315 0.3229 -1.4004
C 0.9360 -0.5329 -0.2956
C 1.0308 0.0857 1.0236
C -0.2697 -0.6544 0.9237
H -3.0882 0.6908 -0.1577
H 1.4184 0.8341 -1.5553
H 0.2402 -0.2201 -2.3538
H 1.6881 -1.2640 -0.6334
H 0.9480 1.1600 1.0969
H 1.7460 -0.3769 1.6832
H -0.4495 -1.6080 1.4284
*
```

Gap between HOMO and LUMO (Ha): 0.3837

Löwdin atomic charge list, values in e, 4 entries: number 1, N, carries 0.16; number 2, C, carries -0.18; number 3, O, carries -0.14; number 4, C, carries -0.30

The data favor Q; the next most stable structure lies 0.0224 hartree above it.

P | The following is a quantum chemistry calculation of the ion C4H12N2O with charge +1, from the Open Molecules 2025 dataset.

```
! wB97M-V def2-TZVPD RIJCOSX def2/J DEFGRID3
* xyz 1 2
N -0.0179 -1.8892 0.6294
C 0.3230 -0.4667 0.2874
C 0.1687 -0.2954 -1.2002
C 0.9923 0.8359 -1.8107
O -1.2325 -0.1937 -1.4627
C -0.5820 0.5604 1.0459
N -0.1107 0.8714 2.3201
H 0.0996 -1.9749 1.6401
H -1.0300 -1.9597 0.4915
H 1.3364 -0.3700 0.6936
H 0.4819 -1.2464 -1.6383
H 0.8994 1.7381 -1.1850
H 0.5946 1.1137 -2.7809
H 2.0426 0.5638 -1.7847
H -1.3665 -0.3419 -2.4033
H -0.5731 1.3989 0.3346
H -1.5998 0.1200 1.0854
H -0.6872 1.4781 2.9145
H 0.2612 0.0577 2.8232
*
```

Gap between HOMO and LUMO (alpha / beta) (Ha): 0.3838 / 0.1903
⟨S²⟩: 0.754

Löwdin atomic charge list, values in e, 4 entries: number 1, N, carries 0.07; number 2, C, carries -0.32; number 3, C, carries -0.42; number 4, C, carries -0.01

Q | The following is a quantum chemistry calculation of the ion C4H12N2O with charge +1, from the Open Molecules 2025 dataset.

```
! wB97M-V def2-TZVPD RIJCOSX def2/J DEFGRID3
* xyz 1 2
N 1.7733 0.3208 -0.7927
C 0.6602 0.0565 0.0690
C -0.1027 -1.2549 -0.3229
C -0.9777 -1.6999 0.8395
O -0.9437 -0.8243 -1.4156
C -0.3672 1.2273 0.2817
N 0.0341 2.0443 1.3686
H 2.3067 1.1563 -0.5768
H 1.4928 0.1765 -1.7560
H 1.1851 -0.1725 1.0041
H 0.5520 -2.0031 -0.7717
H -1.9479 -1.2086 0.7159
H -1.1994 -2.7641 0.8093
H -0.6443 -1.3416 1.8143
H -0.8467 -1.4027 -2.1763
H -1.3987 0.9480 0.4807
H -0.4934 1.7933 -0.6550
H -0.6679 2.3602 2.0227
H 0.6576 2.8151 1.1408
*
```

Gap between HOMO and LUMO (alpha / beta) (Ha): 0.4315 / 0.2108
⟨S²⟩: 0.757

Löwdin atomic charge list, values in e, 4 entries: number 1, N, carries 0.19; number 2, C, carries -0.28; number 3, C, carries -0.33; number 4, C, carries -0.02

The data favor Q; the next most stable structure lies 0.0113 hartree above it.

P | The following is a quantum chemistry calculation of a structure of composition C19H38O2, from the Open Molecules 2025 dataset.

```
! wB97M-V def2-TZVPD RIJCOSX def2/J DEFGRID3
* xyz 0 1
C -7.7126 -0.0896 -1.7020
C -6.2409 -0.7417 -1.6048
C -5.5971 -0.2479 -0.2983
C -4.3333 -1.0208 -0.1008
C -3.7221 -0.7485 1.0947
C -2.4981 -1.3964 1.6033
C -1.4178 -1.2318 0.6898
C -0.9430 0.3707 0.1585
C -0.3888 1.0497 1.4237
C 0.1307 2.4279 1.2659
C 1.1479 2.8554 0.2620
C 2.4021 2.0563 0.5378
C 3.6958 2.1079 -0.4047
C 3.4914 1.9627 -1.7140
H 2.6655 2.4550 -2.3300
H 4.3236 2.0491 -2.1695
C 3.1671 0.2272 -1.8715
C 4.1549 -0.5237 -1.1887
O 5.4517 -0.3875 -1.6698
O 3.6307 -1.1304 -0.1532
C 4.4351 -2.0444 0.4481
C 4.9816 -3.0676 -0.1313
H 4.3217 -3.5701 -0.7919
H 5.7667 -2.7086 -0.8090
H 5.5904 -3.6992 0.1329
C 5.6176 -1.2184 1.2907
H 5.0729 -0.6166 1.8525
H 6.2960 -0.6599 0.5763
H 5.9696 -1.9295 2.1118
H 3.7898 -2.4992 1.3172
H 3.1233 0.2626 -3.0393
H 2.1313 0.1256 -1.6147
H 4.6026 1.8365 0.1084
H 3.8361 3.2395 -0.2887
H 2.7449 2.2096 1.6550
H 2.4025 1.0831 0.7000
H 1.4273 3.7335 -0.0367
H 0.8654 2.3085 -0.4586
H -0.7984 3.0897 0.9634
H 0.3075 3.0277 2.3214
H 0.5960 0.3666 2.0377
H -1.2243 1.1019 2.5515
H -1.8781 0.8806 -0.0426
H -0.2262 0.2124 -0.4907
H -0.5540 -1.5984 0.7896
H -1.4823 -1.6060 -0.4403
H -2.5710 -2.4894 1.6541
H -1.9558 -1.1425 2.5740
H -4.4242 -0.6848 1.9546
H -3.7018 0.5720 1.2898
H -4.4734 -2.0269 -0.1420
H -3.7161 -0.6623 -0.9569
H -5.4605 0.8096 -0.3314
H -6.3518 -0.7164 0.6452
H -5.6205 -0.4969 -2.3038
H -6.4526 -1.7231 -1.4353
H -8.2205 -0.4400 -2.8104
H -7.7629 1.0012 -1.7065
H -8.4117 -0.3039 -0.9727
*
```

Gap between HOMO and LUMO (Ha): 0.3728

Löwdin atomic charge list, values in e, 4 entries: number 1, C, carries -0.09; number 2, C, carries -0.22; number 3, C, carries -0.21; number 4, C, carries -0.32

Q | The following is a quantum chemistry calculation of the molecule C19H38O2, from the Open Molecules 2025 dataset.

```
! wB97M-V def2-TZVPD RIJCOSX def2/J DEFGRID3
* xyz 0 1
C 3.3453 -3.2355 -2.2652
C 2.5223 -4.0994 -1.3163
C 1.4423 -3.3089 -0.5764
C 0.2564 -2.9337 -1.4635
C -0.7181 -2.0076 -0.7402
C -1.9762 -1.7300 -1.5600
C -2.8897 -0.6882 -0.9099
C -2.4102 0.7471 -1.1279
C -3.3352 1.7755 -0.4701
C -3.0867 1.9667 1.0288
C -1.8933 2.8809 1.3027
C -1.6547 3.1417 2.7913
C -1.0864 1.9607 3.5831
C 0.2867 1.5016 3.0738
C 0.1983 0.2398 2.2005
C 1.4342 0.1416 1.3404
O 2.4484 -0.4361 1.6316
O 1.2550 0.8123 0.1974
C 2.3478 0.8647 -0.7349
C 1.7451 0.9808 -2.1272
C 3.2518 2.0437 -0.3931
H 4.1201 -3.8303 -2.7439
H 3.8246 -2.4268 -1.7174
H 2.7227 -2.8021 -3.0440
H 3.1951 -4.5452 -0.5804
H 2.0552 -4.9141 -1.8748
H 1.0738 -3.9073 0.2604
H 1.8884 -2.4062 -0.1540
H 0.6107 -2.4376 -2.3695
H -0.2641 -3.8445 -1.7709
H -0.2115 -1.0682 -0.5211
H -1.0039 -2.4592 0.2132
H -2.5275 -2.6657 -1.6814
H -1.6940 -1.3855 -2.5582
H -3.8924 -0.7816 -1.3349
H -2.9678 -0.9000 0.1586
H -2.3803 0.9365 -2.2039
H -1.3952 0.8684 -0.7487
H -4.3696 1.4604 -0.6274
H -3.2121 2.7415 -0.9657
H -3.9752 2.4139 1.4817
H -2.9371 0.9947 1.5005
H -2.0861 3.8427 0.8189
H -0.9915 2.4686 0.8504
H -0.9595 3.9799 2.8882
H -2.5983 3.4477 3.2505
H -1.7866 1.1249 3.5622
H -0.9959 2.2766 4.6245
H 0.7393 2.3102 2.4960
H 0.9524 1.2928 3.9124
H -0.6725 0.2969 1.5509
H 0.1287 -0.6479 2.8287
H 2.9145 -0.0703 -0.6372
H 2.5377 1.0005 -2.8696
H 1.0939 0.1345 -2.3280
H 1.1614 1.8949 -2.2038
H 4.0759 2.0940 -1.0989
H 3.6562 1.9229 0.6093
H 2.6871 2.9725 -0.4381
*
```

Gap between HOMO and LUMO (Ha): 0.4072

Löwdin atomic charge list, values in e, 4 entries: number 1, C, carries -0.11; number 2, C, carries -0.26; number 3, C, carries -0.22; number 4, C, carries -0.21

The data favor Q; the next most stable structure lies 0.6565 hartree above it.